The following is a DFT calculation (the ωB97M-V functional and the def2-TZVPD basis) of a 4-piece molecular cluster, C16H44N4O4 overall.

Positions of all 68 atoms, in Å:
C1 -1.1227 4.2756 2.1328
C2 -1.4227 3.1482 3.1096
C3 -2.7293 3.2827 3.8800
O1 -2.8091 4.3513 4.7885
C4 -1.9651 4.1909 5.9050
N1 -1.5586 1.8890 2.3312
H1 -1.0493 5.2399 2.6451
H2 -1.9864 4.3694 1.4708
H3 -0.1571 4.1182 1.6567
H4 -0.5476 2.9708 3.7460
H5 -2.9346 2.3211 4.3675
H6 -3.5076 3.4429 3.1312
H7 -0.9161 4.2260 5.5778
H8 -2.1216 3.2313 6.4101
H9 -2.0821 5.0270 6.5896
H10 -1.0739 1.1449 2.8135
H11 -1.2053 1.9411 1.3912
C5 1.1671 1.1481 -3.7902
C6 2.3659 0.2483 -3.9883
C7 3.3441 0.2381 -2.8364
O2 3.8101 1.5525 -2.5721
C8 4.5032 1.6315 -1.3664
N2 1.9626 -1.1670 -4.2279
H12 0.7111 1.4005 -4.7465
H13 1.4213 2.0831 -3.2831
H14 0.4130 0.7140 -3.1253
H15 2.9297 0.4871 -4.8936
H16 4.2220 -0.3883 -3.0294
H17 2.8400 -0.1424 -1.9387
H18 3.9206 1.2798 -0.5052
H19 4.8088 2.6557 -1.1481
H20 5.4499 1.0696 -1.3965
H21 1.9438 -1.3258 -5.2320
H22 0.9662 -1.2918 -4.0492
C9 -3.4183 -3.0174 -0.5167
C10 -2.2309 -2.9502 -1.4529
C11 -2.4671 -3.6517 -2.7852
O3 -1.2458 -3.8637 -3.4576
C12 -0.9403 -5.1956 -3.7764
N3 -1.7301 -1.5936 -1.6755
H23 -4.3172 -2.4952 -0.8470
H24 -3.1405 -2.6423 0.4728
H25 -3.6806 -4.0599 -0.3136
H26 -1.4477 -3.5414 -0.9390
H27 -3.1144 -2.9481 -3.3252
H28 -2.9640 -4.6082 -2.6043
H29 0.1308 -5.2520 -3.9553
H30 -1.4600 -5.5419 -4.6807
H31 -1.2433 -5.8871 -2.9813
H32 -1.4847 -1.2068 -0.7729
H33 -0.8655 -1.7362 -2.1848
C13 0.8587 0.8054 0.1672
C14 1.4056 -0.5575 0.5688
C15 0.8176 -1.0931 1.8643
O4 0.8947 -0.1105 2.8895
C16 0.9660 -0.6539 4.1790
N4 1.1753 -1.5583 -0.4751
H34 0.0966 0.7423 -0.6175
H35 1.6143 1.5018 -0.2101
H36 0.4233 1.4047 0.9589
H37 2.4889 -0.4008 0.6773
H38 1.4523 -1.9313 2.1726
H39 -0.2247 -1.3804 1.6930
H40 1.1135 0.2048 4.8362
H41 1.7349 -1.3956 4.4291
H42 0.0270 -1.1423 4.4832
H43 1.7475 -2.3615 -0.2396
H44 1.4374 -1.2456 -1.3989

Computed properties:
SMILES = COC[C@H](C)N.COC[C@H](C)N.COC[C@H](C)N.COC[C@H](C)N
Kohn-Sham gap = 9.53 eV
spin multiplicity = 1
energy = -31453.1978 eV
max |F| = 0.03060 hartree/bohr
ΔE to the lowest compared entry with this formula, charge and spin = 96.5 kJ/mol

Here are the Mulliken charges for atoms 1 to 8, given in e:
1. C -1.6311
2. C 0.9155
3. C -0.8272
4. O -0.3493
5. C -0.6830
6. N -0.6937
7. H 0.3892
8. H 0.3610



The following is a DFT calculation (the ωB97M-V functional and the def2-TZVPD basis) of a 4-piece molecular cluster, C16H44N4O4 overall.

Positions of all 68 atoms, in Å:
C1 17.0555 21.0298 -19.0623
C2 17.9311 22.2498 -19.2016
C3 18.6740 22.7380 -17.8756
O1 17.7882 23.4612 -17.0042
C4 18.4525 24.1007 -15.9297
N1 18.9753 21.9596 -20.1450
H1 17.5504 20.1150 -18.7361
H2 16.6028 20.8114 -20.0295
H3 16.3258 21.2093 -18.2727
H4 17.3800 23.1105 -19.5805
H5 19.4127 23.5023 -18.1174
H6 19.2693 21.9949 -17.3452
H7 18.7982 25.0523 -16.3333
H8 19.1802 23.4082 -15.5067
H9 17.6032 24.4250 -15.3285
H10 18.8002 21.2451 -20.8370
H11 19.8527 21.7339 -19.6985
C5 16.9051 27.7630 -24.6278
C6 16.7597 29.3048 -24.4911
C7 16.5809 30.1460 -25.7270
O2 15.3226 29.7946 -26.3415
C8 15.1047 30.2740 -27.6447
N2 15.6481 29.5366 -23.6103
H12 16.7932 27.4912 -25.6774
H13 16.2281 27.1761 -24.0070
H14 17.8844 27.4161 -24.2979
H15 17.7355 29.6393 -24.1390
H16 17.5046 30.2303 -26.2995
H17 16.3703 31.1490 -25.3558
H18 14.2022 29.7705 -27.9914
H19 15.8946 30.1342 -28.3827
H20 14.9803 31.3500 -27.7663
H21 14.9272 29.0882 -24.1574
H22 15.5539 30.5267 -23.4344
C9 18.4106 27.7459 -17.9030
C10 19.0150 28.5639 -16.7039
C11 18.5918 28.1695 -15.3108
O3 17.2168 28.4839 -15.2008
C12 16.6684 28.0846 -13.9310
N3 20.4557 28.3811 -16.6464
H23 17.8844 26.9101 -17.4417
H24 19.1817 27.3518 -18.5649
H25 17.6695 28.1700 -18.5804
H26 18.9777 29.6401 -16.8726
H27 19.0894 28.8868 -14.6582
H28 18.8230 27.1499 -15.0027
H29 15.5970 28.2840 -13.9126
H30 17.0688 28.8858 -13.3099
H31 16.9832 27.1054 -13.5701
H32 20.9048 28.4214 -17.5502
H33 20.7238 27.5227 -16.1866
C13 13.3734 26.6779 -20.3371
C14 14.7288 26.0651 -20.3522
C15 14.7389 24.7078 -19.5853
O4 14.5569 24.8303 -18.1744
C16 15.4977 25.6421 -17.4820
N4 14.9807 25.8881 -21.7380
H34 13.0095 26.8365 -19.3220
H35 12.6128 26.0503 -20.8015
H36 13.2840 27.6581 -20.8055
H37 15.4200 26.7543 -19.8669
H38 15.5887 24.0975 -19.8911
H39 13.9693 24.0773 -20.0307
H40 15.7545 25.2495 -16.4982
H41 15.1748 26.6818 -17.5347
H42 16.4092 25.4887 -18.0596
H43 14.9174 26.8569 -22.0164
H44 15.9261 25.6025 -21.9496

Computed properties:
Kohn-Sham gap (spin up / spin down) = 9.13 / 2.69 eV
spin multiplicity = 2
energy = -31442.2034 eV
max |F| = 0.04865 hartree/bohr
total charge = +1
ΔE to the lowest compared entry with this formula, charge and spin = 123.2 kJ/mol

Here are the Mulliken charges for atoms 1 to 8, given in e:
1. C -1.4639
2. C 1.4767
3. C -1.1215
4. O -0.2722
5. C -0.6933
6. N -0.6520
7. H 0.3833
8. H 0.4006



The following is a DFT calculation (the ωB97M-V functional and the def2-TZVPD basis) of C16H44N4O8SSr as an isolated structure.

Positions of all 74 atoms, in Å:
Sr1 16.3846 29.3968 -2.8893
S1 11.4638 29.5879 -4.0429
O1 11.0060 30.7502 -3.1575
O2 10.3932 28.9625 -4.8223
O3 12.5612 30.0276 -4.8904
O4 12.0038 28.6014 -3.1316
C1 16.6259 21.9692 -3.9633
C2 17.4604 23.1197 -3.3383
C3 19.0009 22.9034 -3.4597
O5 19.7026 23.7975 -2.6021
C4 21.0009 23.3876 -2.2971
N1 17.0366 24.3728 -3.9628
H1 16.8757 21.7849 -5.0082
H2 15.5532 22.1582 -3.9225
H3 16.8378 21.0219 -3.4676
H4 17.1910 23.2040 -2.2855
H5 19.2826 22.9719 -4.5104
H6 19.0384 21.8787 -3.0901
H7 20.9904 22.3812 -1.8786
H8 21.4340 24.0735 -1.5691
H9 21.5835 23.4834 -3.2133
H10 17.0964 24.2581 -4.9645
H11 16.0360 24.3026 -3.8446
C5 16.7729 27.2562 3.8011
C6 16.9154 25.9834 3.0416
C7 16.3094 24.7220 3.7531
O6 16.3708 23.5682 2.9484
C8 17.5272 22.8161 2.7426
N2 16.2660 26.1663 1.7591
H12 17.3955 27.2856 4.6953
H13 15.7540 27.5656 4.0341
H14 17.1948 28.1055 3.2637
H15 17.9792 25.8404 2.8522
H16 15.3265 24.9420 4.1698
H17 16.7967 24.6148 4.7222
H18 17.9644 22.5120 3.6936
H19 18.2414 23.4079 2.1700
H20 17.1699 21.9712 2.1538
H21 16.0777 25.1951 1.5556
H22 15.3374 26.4699 2.0156
C9 16.9570 34.1555 0.0198
C10 15.5408 34.2360 -0.6163
C11 15.5723 34.7404 -2.0683
O7 16.4381 33.9818 -2.8989
C12 16.5891 34.4740 -4.2335
N3 15.0545 32.8498 -0.5997
H23 17.5973 33.4478 -0.5068
H24 16.9967 33.9547 1.0904
H25 17.4511 35.1248 -0.0465
H26 14.8796 34.8746 -0.0304
H27 15.9266 35.7685 -1.9938
H28 14.6409 34.8318 -2.6272
H29 17.0021 35.4801 -4.3062
H30 15.6257 34.5074 -4.7423
H31 17.2393 33.8436 -4.8400
H32 14.2072 32.8583 -1.1494
H33 14.7673 32.7287 0.3610
C13 23.1170 29.8477 -2.7962
C14 21.7264 29.9245 -3.4076
C15 21.6084 29.4187 -4.8351
O8 20.2222 29.5414 -5.2064
C16 20.0264 29.1631 -6.5873
N4 20.8332 29.2425 -2.5790
H34 23.7200 30.6433 -3.2336
H35 23.5688 28.8661 -2.9390
H36 23.1652 30.0128 -1.7198
H37 21.4174 30.9674 -3.3369
H38 22.0006 28.4151 -4.9998
H39 22.2857 30.0030 -5.4580
H40 18.9661 29.0384 -6.8069
H41 20.6868 28.3403 -6.8610
H42 20.3285 29.9401 -7.2895
H43 21.3092 29.2501 -1.6882
H44 20.9254 28.2632 -2.8080

Computed properties:
Kohn-Sham gap = 2.66 eV
spin multiplicity = 1
energy = -51307.2351 eV
max |F| = 0.06823 hartree/bohr
ΔE to the lowest compared entry with this formula, charge and spin = 1142.4 kJ/mol

Here are the Mulliken charges for atoms 1 to 8, given in e:
1. Sr 1.3328
2. S 1.1860
3. O -0.6294
4. O -0.6422
5. O -0.6836
6. O -0.6523
7. C -1.4565
8. C 0.3272



Repeat the first record exactly.
The following is a DFT calculation (the ωB97M-V functional and the def2-TZVPD basis) of a 4-piece molecular cluster, C16H44N4O4 overall.

Positions of all 68 atoms, in Å:
C1 -1.1227 4.2756 2.1328
C2 -1.4227 3.1482 3.1096
C3 -2.7293 3.2827 3.8800
O1 -2.8091 4.3513 4.7885
C4 -1.9651 4.1909 5.9050
N1 -1.5586 1.8890 2.3312
H1 -1.0493 5.2399 2.6451
H2 -1.9864 4.3694 1.4708
H3 -0.1571 4.1182 1.6567
H4 -0.5476 2.9708 3.7460
H5 -2.9346 2.3211 4.3675
H6 -3.5076 3.4429 3.1312
H7 -0.9161 4.2260 5.5778
H8 -2.1216 3.2313 6.4101
H9 -2.0821 5.0270 6.5896
H10 -1.0739 1.1449 2.8135
H11 -1.2053 1.9411 1.3912
C5 1.1671 1.1481 -3.7902
C6 2.3659 0.2483 -3.9883
C7 3.3441 0.2381 -2.8364
O2 3.8101 1.5525 -2.5721
C8 4.5032 1.6315 -1.3664
N2 1.9626 -1.1670 -4.2279
H12 0.7111 1.4005 -4.7465
H13 1.4213 2.0831 -3.2831
H14 0.4130 0.7140 -3.1253
H15 2.9297 0.4871 -4.8936
H16 4.2220 -0.3883 -3.0294
H17 2.8400 -0.1424 -1.9387
H18 3.9206 1.2798 -0.5052
H19 4.8088 2.6557 -1.1481
H20 5.4499 1.0696 -1.3965
H21 1.9438 -1.3258 -5.2320
H22 0.9662 -1.2918 -4.0492
C9 -3.4183 -3.0174 -0.5167
C10 -2.2309 -2.9502 -1.4529
C11 -2.4671 -3.6517 -2.7852
O3 -1.2458 -3.8637 -3.4576
C12 -0.9403 -5.1956 -3.7764
N3 -1.7301 -1.5936 -1.6755
H23 -4.3172 -2.4952 -0.8470
H24 -3.1405 -2.6423 0.4728
H25 -3.6806 -4.0599 -0.3136
H26 -1.4477 -3.5414 -0.9390
H27 -3.1144 -2.9481 -3.3252
H28 -2.9640 -4.6082 -2.6043
H29 0.1308 -5.2520 -3.9553
H30 -1.4600 -5.5419 -4.6807
H31 -1.2433 -5.8871 -2.9813
H32 -1.4847 -1.2068 -0.7729
H33 -0.8655 -1.7362 -2.1848
C13 0.8587 0.8054 0.1672
C14 1.4056 -0.5575 0.5688
C15 0.8176 -1.0931 1.8643
O4 0.8947 -0.1105 2.8895
C16 0.9660 -0.6539 4.1790
N4 1.1753 -1.5583 -0.4751
H34 0.0966 0.7423 -0.6175
H35 1.6143 1.5018 -0.2101
H36 0.4233 1.4047 0.9589
H37 2.4889 -0.4008 0.6773
H38 1.4523 -1.9313 2.1726
H39 -0.2247 -1.3804 1.6930
H40 1.1135 0.2048 4.8362
H41 1.7349 -1.3956 4.4291
H42 0.0270 -1.1423 4.4832
H43 1.7475 -2.3615 -0.2396
H44 1.4374 -1.2456 -1.3989

Computed properties:
SMILES = COC[C@H](C)N.COC[C@H](C)N.COC[C@H](C)N.COC[C@H](C)N
Kohn-Sham gap = 9.53 eV
spin multiplicity = 1
energy = -31453.1978 eV
max |F| = 0.03060 hartree/bohr
ΔE to the lowest compared entry with this formula, charge and spin = 96.5 kJ/mol

Here are the Mulliken charges for atoms 1 to 8, given in e:
1. C -1.6311
2. C 0.9155
3. C -0.8272
4. O -0.3493
5. C -0.6830
6. N -0.6937
7. H 0.3892
8. H 0.3610